(1)
The following is a quantum chemistry calculation of a cluster of 2 separate species, C8H18OSSi in total at a distorted geometry, from OMol25.

Geometry as XYZ:
```
29
Properties=species:S:1:pos:R:3
C -0.5117 0.2016 -0.7000
C -0.3809 1.8897 1.5912
C -2.6995 1.3279 0.7771
C -1.3332 -0.4371 1.9568
C 2.0413 -1.0275 0.7171
C 2.2220 0.4219 -2.0342
C 0.7753 -2.3649 -1.7516
C -1.3307 0.8193 1.1366
O -0.9308 0.1440 -3.1985
Si 1.1335 -0.6839 -0.9249
S -1.5154 0.5870 -1.9174
H 0.6125 1.4902 1.7616
H -0.7414 2.3196 2.5276
H -0.3134 2.6891 0.8592
H -3.2153 1.6416 1.6879
H -2.6405 2.1855 0.1137
H -3.2971 0.5557 0.3027
H -1.9191 -1.2140 1.4744
H -0.3238 -0.8030 2.1107
H -1.7776 -0.2338 2.9343
H 2.0079 -0.1934 1.4106
H 1.6313 -1.8967 1.2221
H 3.0869 -1.2379 0.5145
H 3.1594 -0.0664 -2.2838
H 1.7045 0.6387 -2.9625
H 2.4580 1.3674 -1.5547
H 0.2177 -2.2211 -2.6704
H 1.6925 -2.8904 -1.9964
H 0.1875 -3.0090 -1.1037
```

* HOMO level: -9.0 eV
* energy above the lowest of the compared OMol25 structures with the same formula, charge and spin: 0.000 eV
* HOMO-LUMO gap: 9.18 eV
* LUMO energy: 0.21 eV
* total charge: 0


(2)
The following is a quantum chemistry calculation of a cluster of 2 separate species, C11H17N4 in total at a distorted geometry, from OMol25.

Geometry as XYZ:
```
32
Properties=species:S:1:pos:R:3
C -3.2927 0.1653 -0.4459
C -2.8917 -0.5708 0.5837
C -1.9990 1.4377 0.8803
C 2.3892 1.0260 1.6984
C 3.2384 0.2177 0.9566
C 1.1564 1.3309 -0.4407
C 1.2710 1.5672 0.9496
C 2.9301 -0.1418 -0.4359
C 2.1346 -2.3543 -1.5946
C -3.0807 2.5083 -1.0234
C 2.7124 -1.7724 -0.2244
N 1.9114 0.4716 -1.0786
N -2.6769 1.3712 -0.3045
N -1.8970 0.1246 1.2607
N -3.0619 -1.9120 0.8718
H -4.1904 -0.2121 -0.9226
H 2.5346 1.2119 2.7624
H 4.0438 -0.2752 1.4224
H 0.4143 1.8149 -1.0772
H 0.6609 2.2423 1.3952
H 3.7326 -0.4064 -1.1795
H 1.4971 -3.2127 -1.3129
H 2.9760 -2.7005 -2.1941
H 1.6318 -1.5669 -2.0656
H -2.3949 3.3365 -0.9792
H -3.0142 2.1940 -2.0780
H -4.1686 2.7333 -0.6375
H 3.6565 -2.1362 0.0389
H 2.0552 -1.8846 0.5691
H -1.4252 -0.2122 2.1179
H -3.9741 -2.1811 0.5997
H -2.8790 -2.2140 1.8879
```

* HOMO level (alpha / beta): -10.5 / -10.5 eV
* energy above the lowest of the compared OMol25 structures with the same formula, charge and spin: 6.646 eV
* HOMO-LUMO gap (alpha / beta): 4.46 / 4.46 eV
* LUMO energy (alpha / beta): -6.04 / -6.04 eV
* total charge: +1


(3)
The following is a quantum chemistry calculation of a cluster of 14 separate species, C24H76O14 in total at a distorted geometry, from OMol25.

Geometry as XYZ:
```
114
Properties=species:S:1:pos:R:3
C -2.1154 -28.4725 -11.1907
O -1.1527 -27.8456 -12.0169
H -1.6731 -29.0820 -10.3995
H -2.7827 -27.7159 -10.7473
H -2.7850 -29.0909 -11.7882
H -0.4704 -27.4759 -11.4517
C -5.2155 -27.8475 -5.5122
O -4.5108 -26.8180 -6.1942
H -4.5329 -28.6308 -5.1550
H -5.6406 -27.5281 -4.5537
H -6.0085 -28.2868 -6.1121
H -4.2849 -26.1860 -5.5067
C -5.8797 -28.5710 -11.8868
O -6.4176 -29.9103 -11.8997
H -4.8301 -28.6680 -12.1586
H -6.3535 -27.9942 -12.6836
H -6.0429 -28.1175 -10.9095
H -7.3180 -29.8828 -12.2421
C -8.8611 -29.2278 -6.8717
O -8.4004 -30.2102 -5.9729
H -9.6858 -29.6015 -7.4829
H -9.1979 -28.3074 -6.3897
H -8.0665 -28.9749 -7.5740
H -9.0519 -30.8889 -5.7852
C -3.8422 -34.6690 -6.8318
O -3.3476 -35.2184 -5.5999
H -3.8393 -33.5793 -6.7324
H -3.3297 -34.9665 -7.7448
H -4.8857 -34.9790 -6.9279
H -4.0558 -35.7492 -5.2368
C -1.2909 -32.7680 -10.3545
O -2.1126 -32.1165 -11.3329
H -0.3754 -33.1227 -10.8153
H -1.0932 -32.0813 -9.5283
H -1.8663 -33.6182 -9.9672
H -2.8223 -31.6450 -10.8559
C -5.5828 -37.7048 -8.6748
O -5.2018 -36.5014 -9.2870
H -4.7030 -38.2616 -8.3645
H -6.2828 -37.5576 -7.8339
H -6.2047 -38.3135 -9.3523
H -5.9539 -36.1301 -9.7928
C -8.5697 -35.2200 -10.1521
O -7.3811 -35.7156 -10.7374
H -8.5052 -35.3138 -9.0657
H -8.7634 -34.1723 -10.3915
H -9.4293 -35.8519 -10.4039
H -7.5011 -35.7675 -11.6902
C -4.4307 -31.4821 -13.8417
O -3.6318 -31.8540 -14.9780
H -3.7679 -31.3474 -12.9785
H -4.9223 -30.5316 -14.0446
H -5.0767 -32.3196 -13.5943
H -3.1748 -31.0434 -15.2218
C -5.7529 -30.6202 -8.2433
C -4.8573 -31.5533 -9.0467
C -5.5926 -32.7763 -9.5793
O -4.3101 -30.8345 -10.1654
H -5.2762 -29.6364 -8.2370
H -5.9749 -30.9852 -7.2379
H -6.7367 -30.4232 -8.6852
H -4.0206 -31.8320 -8.4022
H -6.4724 -32.5161 -10.1726
H -5.9108 -33.4233 -8.7558
H -4.9547 -33.3732 -10.2326
H -5.0904 -30.5201 -10.6592
C -9.7362 -31.0373 -10.6742
C -10.3938 -30.0306 -11.6100
C -11.1603 -28.9476 -10.8317
O -9.3393 -29.3845 -12.3203
H -10.4655 -31.4409 -9.9723
H -8.8871 -30.5856 -10.1603
H -9.3443 -31.8823 -11.2465
H -11.0712 -30.5904 -12.2605
H -10.4951 -28.2438 -10.3267
H -11.7866 -29.3041 -10.0101
H -11.7665 -28.3891 -11.5487
H -9.7396 -28.7658 -12.9429
C -4.6140 -31.6522 -3.1143
C -5.6250 -31.5189 -4.2423
C -6.2794 -32.8627 -4.5846
O -6.6621 -30.6273 -3.8519
H -4.1385 -30.7069 -2.8589
H -3.8444 -32.3508 -3.4498
H -5.0966 -32.0719 -2.2316
H -5.1432 -31.1266 -5.1466
H -5.5935 -33.7113 -4.6141
H -6.7647 -32.8181 -5.5674
H -7.1022 -33.0672 -3.8961
H -7.2944 -30.5579 -4.5879
C -4.2320 -35.2586 -12.4160
C -2.9801 -34.8599 -13.2001
C -1.7638 -35.6473 -12.7410
O -3.1516 -35.0750 -14.6113
H -4.1337 -34.9374 -11.3798
H -4.2942 -36.3550 -12.3660
H -5.1519 -34.9584 -12.9192
H -2.7854 -33.7947 -13.0786
H -1.8318 -36.7145 -12.9662
H -1.6146 -35.5754 -11.6594
H -0.8781 -35.2330 -13.2231
H -3.4166 -36.0039 -14.6548
C -2.3483 -31.1592 -6.5296
C -1.6937 -30.4057 -7.6775
C -1.5197 -28.9084 -7.3651
O -0.3851 -30.9501 -7.9363
H -3.3772 -30.8379 -6.3595
H -1.7984 -31.0112 -5.5965
H -2.3016 -32.2217 -6.7774
H -2.2499 -30.5260 -8.6094
H -0.7807 -28.4486 -8.0188
H -1.1982 -28.7779 -6.3285
H -2.4547 -28.3582 -7.5123
H 0.1067 -30.8646 -7.1096
```

* HOMO level: -9.1 eV
* energy above the lowest of the compared OMol25 structures with the same formula, charge and spin: 5.684 eV
* HOMO-LUMO gap: 9.16 eV
* LUMO energy: 0.04 eV
* total charge: 0


(4)
The following is a quantum chemistry calculation of a structure of composition Cl4Na, from OMol25.

Geometry as XYZ:
```
5
Properties=species:S:1:pos:R:3
Na 0.2052 -0.0049 -0.3440
Cl 1.1679 0.7135 2.3247
Cl -2.4551 -0.8704 0.0854
Cl 1.4832 -2.4925 -0.7098
Cl -0.4012 2.6543 -1.3564
```

* HOMO level: 1.5 eV
* energy above the lowest of the compared OMol25 structures with the same formula, charge and spin: 0.160 eV
* HOMO-LUMO gap: 5.12 eV
* LUMO energy: 6.58 eV
* total charge: -3


total charge of number 1 (C8H18OSSi)?
0


What is the energy above the lowest of the compared OMol25 structures with the same formula, charge and spin in the second record?
6.646 eV


Among the records above, which one has the lowest total charge?
Cl4Na


Copy entry 1 word for word.
The following is a quantum chemistry calculation of a cluster of 2 separate species, C8H18OSSi in total at a distorted geometry, from OMol25.

Geometry as XYZ:
```
29
Properties=species:S:1:pos:R:3
C -0.5117 0.2016 -0.7000
C -0.3809 1.8897 1.5912
C -2.6995 1.3279 0.7771
C -1.3332 -0.4371 1.9568
C 2.0413 -1.0275 0.7171
C 2.2220 0.4219 -2.0342
C 0.7753 -2.3649 -1.7516
C -1.3307 0.8193 1.1366
O -0.9308 0.1440 -3.1985
Si 1.1335 -0.6839 -0.9249
S -1.5154 0.5870 -1.9174
H 0.6125 1.4902 1.7616
H -0.7414 2.3196 2.5276
H -0.3134 2.6891 0.8592
H -3.2153 1.6416 1.6879
H -2.6405 2.1855 0.1137
H -3.2971 0.5557 0.3027
H -1.9191 -1.2140 1.4744
H -0.3238 -0.8030 2.1107
H -1.7776 -0.2338 2.9343
H 2.0079 -0.1934 1.4106
H 1.6313 -1.8967 1.2221
H 3.0869 -1.2379 0.5145
H 3.1594 -0.0664 -2.2838
H 1.7045 0.6387 -2.9625
H 2.4580 1.3674 -1.5547
H 0.2177 -2.2211 -2.6704
H 1.6925 -2.8904 -1.9964
H 0.1875 -3.0090 -1.1037
```

* HOMO level: -9.0 eV
* energy above the lowest of the compared OMol25 structures with the same formula, charge and spin: 0.000 eV
* HOMO-LUMO gap: 9.18 eV
* LUMO energy: 0.21 eV
* total charge: 0